# 1
The following is a quantum chemistry calculation of a structure of composition C17H13N2O4S3Tl, from OMol25.

The geometry in XYZ format:
```
40
Properties=species:S:1:pos:R:3:nbo_charge:R:1
Tl 0.140 0.932 -2.423 0.8059
O 0.023 -4.725 -0.767 -0.7012
C 1.325 -4.438 -0.920 0.4344
C 2.239 -5.469 -0.683 -0.3070
C 3.594 -5.251 -0.819 -0.1721
C 4.074 -4.000 -1.195 -0.2731
C 3.176 -2.981 -1.431 -0.1389
C 1.799 -3.170 -1.301 -0.2507
C 0.911 -2.012 -1.577 0.6207
O 1.452 -0.912 -1.933 -0.8400
N -0.388 -2.213 -1.420 -0.5145
N -1.159 -1.097 -1.684 -0.4196
C -2.400 -1.219 -1.417 -0.0705
S -3.095 -2.654 -0.682 0.3063
C -4.808 -2.058 -0.773 -0.5404
C -4.794 -0.547 -0.639 -0.5281
S -3.528 0.078 -1.775 0.2789
H -0.478 -3.896 -0.968 0.5064
H 1.847 -6.434 -0.390 0.2191
H 4.284 -6.064 -0.630 0.2084
H 5.137 -3.829 -1.301 0.2094
H 3.517 -1.998 -1.724 0.2296
H -5.363 -2.520 0.043 0.2378
H -5.252 -2.360 -1.721 0.2222
H -4.551 -0.243 0.378 0.2270
H -5.746 -0.106 -0.930 0.2374
O -0.660 1.949 2.015 -0.5347
C -0.024 2.817 1.501 0.7684
O 0.547 2.620 0.252 -0.6418
C 0.292 4.170 1.967 -0.2512
C -0.092 4.723 3.184 -0.1257
C 0.301 6.015 3.471 -0.2313
C 1.064 6.739 2.549 -0.1590
C 1.448 6.197 1.337 -0.2658
C 1.050 4.894 1.059 -0.0866
S 1.375 3.938 -0.358 0.6295
H -0.681 4.134 3.874 0.2381
H 0.022 6.472 4.409 0.2242
H 1.364 7.750 2.790 0.2225
H 2.038 6.770 0.635 0.2264
```

Properties
HOMO level, eV: -7.7

---

# 2
The following is a quantum chemistry calculation of the molecule CH2BrFO2S, from OMol25.

The geometry in XYZ format:
```
8
Properties=species:S:1:pos:R:3:nbo_charge:R:1
C 0.115 0.034 -0.242 0.3740
O 3.930 0.860 1.407 -0.8051
O 1.542 -0.078 0.241 -0.9280
F 0.043 -0.578 -1.496 -0.3499
S 3.293 -0.316 0.870 1.4977
Br 4.371 -0.944 -0.896 -0.1119
H -0.611 -0.340 0.469 0.1653
H 0.014 1.193 -0.362 0.1579
```

Properties
HOMO level, eV: -10.2

---

Table of orbital gap (eV), in record order: 7.539; 8.990
Table of energy relative to the best compared isomer or geometry (same formula, charge and spin) (kcal per mole), in record order: 3.7; 39.3